{"formula": "C5H13N2", "method": "wB97M-V/def2-TZVPD", "e_lumo_ev": -8.812, "largest_force_ev_per_a": 2.44, "e_homo_ev": -13.027, "de_lowest_kj_mol": 816.9, "total_charge": 1, "elements": ["H", "H", "N", "H", "C", "H", "H", "C", "H", "N", "H", "C", "H", "H", "H", "H", "H", "C", "C", "H"], "positions_angstrom": [[-5.425, -1.019, 0.966], [-0.081, -0.058, 1.173], [-2.421, 0.027, 0.521], [0.868, 0.814, -1.546], [2.682, -0.746, 0.580], [-5.509, -0.359, 0.609], [3.507, -1.410, 0.347], [1.019, 0.893, -0.470], [3.039, 0.438, -1.059], [-0.194, -1.222, -0.422], [-0.514, -1.254, -1.397], [2.356, 0.249, -0.234], [-1.606, 1.838, 0.410], [1.039, 1.924, -0.125], [-0.998, -1.716, -0.032], [-3.281, 0.590, 0.615], [2.242, -0.832, 1.558], [-0.135, 0.105, 0.105], [-1.508, 0.862, -0.095], [-1.721, 0.951, -1.178]]}